{"formula": "C24H15F18NO3Pt", "method": "ωB97M-V/def2-TZVPD", "largest_force_ev_per_a": 0.4, "charge": -2, "homo_ha": -0.0442, "lumo_ev": 4.6, "symbols": ["Pt", "C", "C", "C", "C", "C", "N", "C", "C", "C", "C", "C", "C", "C", "C", "O", "C", "F", "F", "F", "C", "F", "F", "F", "C", "C", "C", "O", "C", "F", "F", "F", "C", "F", "F", "F", "H", "H", "H", "H", "H", "H", "H", "H", "H", "H", "H", "H", "C", "C", "O", "C", "F", "F", "F", "C", "F", "F", "F", "H", "H", "H"], "coordinates": [[0.06845, -1.07197, 0.21531], [2.61914, 3.80816, -4.18792], [1.91922, 3.03722, -3.09924], [0.70591, 3.45366, -2.56460], [0.08797, 2.72564, -1.57361], [0.64022, 1.54381, -1.03039], [-0.01967, 0.89048, -0.01710], [-0.68375, 1.59832, 0.96782], [-0.19090, 2.86268, 1.36215], [-0.80115, 3.64440, 2.31765], [-1.94576, 3.20380, 2.96912], [-2.63328, 4.02955, 4.02497], [-2.40457, 1.93672, 2.64113], [-1.80986, 1.11072, 1.68865], [-2.41444, -0.30538, 1.47862], [-1.93536, -1.03433, 0.44869], [-3.93924, -0.16545, 1.14265], [-4.74153, 0.18980, 2.18211], [-4.12956, 0.77174, 0.19397], [-4.45240, -1.30611, 0.66971], [-2.25513, -1.12048, 2.81023], [-2.90110, -0.58431, 3.88793], [-2.74327, -2.35953, 2.67392], [-0.97409, -1.21681, 3.16569], [1.84273, 1.07446, -1.62295], [2.44158, 1.84618, -2.61853], [2.51018, -0.27727, -1.24022], [2.06904, -0.93831, -0.14956], [4.02771, -0.03202, -0.91353], [4.58193, -1.07845, -0.29814], [4.17353, 1.02565, -0.09435], [4.82779, 0.21469, -1.98931], [2.41877, -1.19762, -2.50900], [1.14216, -1.42417, -2.84087], [2.99809, -2.38919, -2.29406], [3.00351, -0.70246, -3.63169], [2.16290, 4.79105, -4.32330], [2.57186, 3.28755, -5.14920], [3.67627, 3.96090, -3.95591], [0.23058, 4.35713, -2.93714], [-0.86337, 3.05983, -1.18201], [0.71266, 3.21948, 0.88769], [-0.36928, 4.60893, 2.57101], [-2.25884, 5.05545, 4.02210], [-2.47124, 3.62187, 5.02737], [-3.71349, 4.06805, 3.86340], [-3.27713, 1.57097, 3.16333], [3.37022, 1.50177, -3.05004], [-0.39748, -4.02365, -1.37358], [-0.03278, -4.19482, 0.10544], [0.03677, -3.05635, 0.81666], [1.32523, -4.94800, 0.19835], [1.29441, -6.19885, -0.35429], [2.28509, -4.28322, -0.45060], [1.74617, -5.11449, 1.46172], [-1.13763, -5.07493, 0.75942], [-1.32380, -6.27979, 0.14076], [-0.89368, -5.36060, 2.04940], [-2.32109, -4.45354, 0.70826], [0.38931, -3.45327, -1.85856], [-1.31878, -3.44488, -1.42108], [-0.52574, -4.98034, -1.88451]], "forces_ev_per_angstrom": [[-0.115, 0.012, -0.140], [0.006, 0.002, -0.004], [-0.005, -0.013, 0.001], [0.003, 0.028, -0.017], [0.013, -0.022, 0.050], [0.124, -0.039, -0.010], [-0.111, 0.006, 0.039], [-0.015, 0.003, 0.003], [-0.032, -0.029, -0.048], [-0.015, 0.019, 0.005], [0.003, 0.000, 0.006], [-0.004, -0.004, 0.006], [0.024, -0.001, 0.018], [0.028, -0.066, 0.011], [-0.083, 0.266, -0.029], [0.267, -0.110, 0.067], [0.021, 0.015, -0.046], [0.002, 0.024, -0.005], [0.024, -0.046, -0.008], [-0.024, -0.009, 0.035], [-0.055, -0.069, -0.024], [0.018, -0.020, 0.000], [-0.008, 0.023, 0.028], [-0.009, 0.008, -0.010], [-0.083, -0.069, 0.024], [-0.010, 0.013, -0.019], [0.108, 0.263, -0.001], [-0.253, -0.211, -0.008], [0.001, 0.027, 0.021], [0.022, -0.058, -0.017], [-0.036, -0.014, 0.007], [-0.019, 0.041, 0.004], [0.057, -0.132, 0.061], [-0.055, 0.002, 0.024], [0.004, 0.023, -0.001], [0.026, -0.013, -0.033], [0.000, 0.003, 0.001], [0.001, 0.000, -0.001], [0.000, -0.001, 0.000], [-0.006, -0.001, 0.000], [-0.013, -0.002, 0.018], [0.016, 0.006, -0.018], [0.005, 0.000, -0.003], [-0.001, 0.001, -0.001], [-0.002, 0.002, 0.003], [-0.001, 0.001, 0.000], [0.011, 0.015, 0.017], [-0.002, 0.019, -0.007], [0.027, -0.039, -0.020], [-0.171, -0.008, -0.069], [0.344, 0.089, 0.083], [-0.027, -0.010, -0.014], [-0.002, 0.020, -0.006], [0.011, 0.035, 0.006], [0.004, -0.026, 0.024], [-0.050, 0.009, -0.037], [0.017, 0.011, 0.012], [-0.005, -0.001, 0.017], [0.020, -0.016, -0.011], [0.006, 0.024, 0.004], [-0.002, 0.008, 0.011], [0.000, 0.008, 0.003]], "mulliken_charge": [1.1964, -1.6153, 0.2542, -0.9972, 0.0356, 0.3098, -0.6462, 0.2363, 0.0141, -1.0447, 0.2871, -1.6493, -0.5153, -0.5633, 1.5617, -1.1627, 0.4933, -0.2823, -0.2945, -0.2431, 0.7170, -0.3100, -0.2749, -0.2708, -0.6749, -0.3589, 1.7152, -0.8832, 0.4535, -0.2513, -0.2910, -0.2927, 0.7091, -0.2598, -0.3075, -0.3050, 0.3681, 0.2926, 0.3397, 0.2913, 0.5488, 0.5172, 0.2914, 0.3664, 0.2920, 0.3393, 0.4603, 0.4601, -1.9760, 1.5011, -0.9910, 0.4063, -0.3306, -0.1117, -0.2764, 0.4279, -0.3186, -0.2836, -0.2328, 0.2636, 0.4404, 0.4245]}